Density functional theory data (ωB97M-V with the def2-TZVPD basis set) for one molecule with the formula C5H5ClOS at a distorted geometry.

Bonds (Å) are listed after each position.
Geometry (Å):
1 C 0.47746 -0.48022 1.90093  C2 1.339, C3 1.413, H9 1.109
2 C 0.83983 -1.56833 1.20956  C1 1.339, S7 1.716, H10 1.101
3 C -0.28074 0.47701 1.18900  C1 1.413, C4 1.599, O6 1.205
4 C -0.79208 -0.23535 -0.14785  C3 1.599, C5 1.490, S7 1.780, Cl8 1.921
5 C -0.54149 0.74182 -1.24455  C4 1.490, H11 1.075, H12 1.053, H13 1.093
6 O -0.56886 1.58264 1.57265  C3 1.205
7 S 0.13010 -1.74514 -0.34288  C2 1.716, C4 1.780
8 Cl -2.63278 -0.71647 0.11990  C4 1.921
9 H 1.05360 -0.16796 2.79578  C1 1.109
10 H 1.50761 -2.36901 1.56186  C2 1.101
11 H 0.45444 0.61582 -1.62983  C5 1.075
12 H -0.76463 1.65388 -0.76790  C5 1.053
13 H -1.10426 0.53086 -2.15766  C5 1.093

E_tot ... -1127.1093 hartree
Lowest unoccupied orbital energy ... -0.42 eV
ΔE to the lowest compared entry with this formula, charge and spin ... 7.6 kcal per mole
HOMO ... -9.2 eV